## w
This record from the Open Molecules 2025 dataset describes a cluster of 2 separate species, C4H5N3S in total. The level of theory is wB97M-V/def2-TZVPD.

The geometry in ORCA input format:
```
! RIJCOSX wB97M-V def2-TZVPD def2/J DEFGRID3
* xyz 0 3
C -0.041 -1.587 -0.146
C -2.572 0.384 0.303
C 2.042 1.319 -0.325
C 0.972 -0.771 0.188
N -1.020 -2.160 -0.420
N -2.792 -0.751 0.657
N 1.006 0.593 -0.080
S -2.223 1.859 -0.234
H 3.004 0.948 -0.009
H 2.019 2.317 -0.621
H 1.911 -1.228 0.525
H -2.337 -1.611 0.538
H 0.031 0.688 -0.375
*
```

Frontier orbital gap (alpha / beta) in eV: 7.14 / 7.73

=====

## x
This record from the Open Molecules 2025 dataset describes a cluster of 2 separate species, C4H5N3S in total. The level of theory is wB97M-V/def2-TZVPD.

The geometry in ORCA input format:
```
! RIJCOSX wB97M-V def2-TZVPD def2/J DEFGRID3
* xyz 0 3
C 1.868 -1.092 -0.010
C 0.553 -0.946 -0.477
C 2.482 0.045 0.377
C -0.298 0.194 -0.441
N 2.052 1.235 0.447
N -2.810 -0.122 0.776
N -3.164 0.740 0.045
S 0.445 1.595 0.063
H 2.296 -2.121 -0.134
H -0.069 -1.794 -0.740
H 3.532 -0.037 0.499
H -2.646 1.676 -0.009
H -4.243 0.625 -0.396
*
```

Frontier orbital gap (alpha / beta) in eV: 7.31 / 6.55

=====

What should be chosen as the most stable of them? Choose w.

=====

## w
This record from the Open Molecules 2025 dataset describes a cluster of 2 separate species, CH4IOPS in total. The level of theory is wB97M-V/def2-TZVPD.

The geometry in ORCA input format:
```
! RIJCOSX wB97M-V def2-TZVPD def2/J DEFGRID3
* xyz 0 1
C -0.080 1.195 -0.058
O 2.095 -1.439 0.288
P -0.600 -0.529 -0.453
S -0.821 -1.044 -2.342
I -2.238 -1.178 1.239
H 1.002 1.243 0.321
H -0.263 1.944 -0.853
H -0.671 1.392 0.792
H 1.577 -1.584 1.065
*
```

Frontier orbital gap in eV: 5.99

=====

## x
This record from the Open Molecules 2025 dataset describes a structure of composition CH4IOPS. The level of theory is wB97M-V/def2-TZVPD.

The geometry in ORCA input format:
```
! RIJCOSX wB97M-V def2-TZVPD def2/J DEFGRID3
* xyz 0 1
C 0.112 -0.884 0.949
O -1.198 -0.383 -1.665
P 1.097 1.074 -0.143
S -0.720 1.228 -1.379
I 0.948 2.899 1.417
H 0.370 -1.698 0.259
H -0.937 -0.544 0.768
H 0.738 -0.806 1.838
H -0.411 -0.887 -2.043
*
```

Frontier orbital gap in eV: 7.88

=====

What should be chosen as the most stable of them? Choose x.

=====

## w
This record from the Open Molecules 2025 dataset describes a cluster of 2 separate species, C2H3N3O2 in total. The level of theory is wB97M-V/def2-TZVPD.

The geometry in ORCA input format:
```
! RIJCOSX wB97M-V def2-TZVPD def2/J DEFGRID3
* xyz 0 1
N -1.894 -0.035 -0.013
C -0.545 -0.159 -0.164
N -0.122 -1.361 0.634
O 1.059 -1.538 0.632
C 3.211 0.504 0.101
O 2.898 0.977 1.087
N 0.312 0.527 -0.792
H -2.422 0.579 -0.612
H -2.385 -0.806 0.414
H -0.113 1.311 -1.286
*
```

Frontier orbital gap in eV: 8.80

=====

## x
This record from the Open Molecules 2025 dataset describes the molecule C2H3N3O2. The level of theory is wB97M-V/def2-TZVPD.

The geometry in ORCA input format:
```
! RIJCOSX wB97M-V def2-TZVPD def2/J DEFGRID3
* xyz 0 1
C -0.320 0.235 -0.016
C 1.555 -0.906 -0.034
H -3.252 -0.018 0.210
H 0.880 2.023 -0.071
H 2.148 -1.802 0.030
N -1.539 0.618 -0.029
N 0.806 1.038 -0.015
N 1.959 0.317 -0.008
O -2.416 -0.464 -0.048
O 0.179 -1.043 -0.019
*
```

SMILES: O/N=c1/[nH]nco1
Frontier orbital gap in eV: 9.11

=====

## y
This record from the Open Molecules 2025 dataset describes the molecule C2H3N3O2. The level of theory is wB97M-V/def2-TZVPD.

The geometry in ORCA input format:
```
! RIJCOSX wB97M-V def2-TZVPD def2/J DEFGRID3
* xyz 0 1
C 2.033 -0.777 -0.088
C 0.153 0.548 0.026
N 2.397 0.778 -0.048
N 0.700 -0.794 -0.082
N 1.372 1.409 0.122
O 1.151 2.580 -0.010
O 2.870 -1.566 0.027
H -0.420 0.838 -0.938
H -0.612 0.838 0.855
H 0.166 -1.585 0.485
*
```

Frontier orbital gap in eV: 10.60

=====

## z
This record from the Open Molecules 2025 dataset describes the molecule C2H3N3O2. The level of theory is wB97M-V/def2-TZVPD.

The geometry in ORCA input format:
```
! RIJCOSX wB97M-V def2-TZVPD def2/J DEFGRID3
* xyz 0 1
C 0.219 0.243 0.827
C -0.114 -0.225 -1.425
H 0.477 0.649 2.784
H 1.021 1.360 -0.438
H -1.705 -0.878 -0.519
N 0.792 0.810 1.764
N 0.870 0.277 -0.518
N -0.678 -1.377 -0.619
O -0.354 0.034 -2.564
O -0.528 -0.893 0.708
*
```

SMILES: [H]/N=c1/[nH]c(=O)[nH]o1
Frontier orbital gap in eV: 10.69

=====

What should be chosen as the most stable of them? Choose x.

=====

## w
This record from the Open Molecules 2025 dataset describes a structure of composition CH3I2NS. The level of theory is wB97M-V/def2-TZVPD.

The geometry in ORCA input format:
```
! RIJCOSX wB97M-V def2-TZVPD def2/J DEFGRID3
* xyz 0 1
C -0.767 -0.953 -0.109
N 0.105 -0.696 0.930
S 1.285 1.220 0.869
I 2.842 0.951 -0.866
I -0.153 2.865 0.042
H -0.991 -1.980 0.421
H -0.533 -1.084 -1.232
H -1.788 -0.325 -0.055
*
```

Frontier orbital gap in eV: 6.74

=====

## x
This record from the Open Molecules 2025 dataset describes a structure of composition CH3I2NS. The level of theory is wB97M-V/def2-TZVPD.

The geometry in ORCA input format:
```
! RIJCOSX wB97M-V def2-TZVPD def2/J DEFGRID3
* xyz 0 1
C -1.360 0.168 -0.687
N -1.610 0.280 0.524
S 2.493 0.495 1.119
I 2.223 0.852 -1.274
I -1.495 -1.446 1.586
H -1.325 1.049 -1.329
H -0.844 -0.711 -1.284
H 1.919 -0.687 1.345
*
```

Frontier orbital gap in eV: 8.06

=====

What should be chosen as the most stable of them? Choose x.

=====

## w
This record from the Open Molecules 2025 dataset describes the molecule C6H13NO2. The level of theory is wB97M-V/def2-TZVPD.

The geometry in ORCA input format:
```
! RIJCOSX wB97M-V def2-TZVPD def2/J DEFGRID3
* xyz 0 1
C 1.276 -0.453 -0.681
C 1.011 0.839 -1.456
C 2.694 -0.464 -0.100
C 0.291 -0.642 0.477
O 0.065 0.368 1.276
H 1.169 -1.314 -1.354
H 0.469 -1.622 0.965
H 1.759 0.976 -2.238
H 1.049 1.692 -0.779
H 0.034 0.842 -1.949
H 3.437 -0.367 -0.895
H 2.896 -1.392 0.438
H 2.817 0.366 0.599
C -2.507 1.130 0.964
C -1.933 -0.238 1.188
N -1.290 -0.878 -0.106
O -2.244 -1.020 2.039
H -1.454 -0.350 -0.959
H -1.572 -1.850 -0.212
H -1.836 1.753 0.380
H -3.475 1.031 0.464
H -2.656 1.595 1.937
*
```

SMILES: CC(=O)[NH2+][C@H]([O-])C(C)C
Frontier orbital gap in eV: 9.26

=====

## x
This record from the Open Molecules 2025 dataset describes a cluster of 2 separate species, C6H13NO2 in total. The level of theory is wB97M-V/def2-TZVPD.

The geometry in ORCA input format:
```
! RIJCOSX wB97M-V def2-TZVPD def2/J DEFGRID3
* xyz 0 1
C -1.937 -0.349 1.793
C 0.380 2.124 0.662
C 0.075 0.668 0.954
O -1.309 0.464 0.819
O 0.724 0.040 1.800
H -2.313 0.260 2.620
H -2.765 -0.852 1.300
H -1.243 -1.101 2.180
H -0.368 2.560 0.004
H 1.353 2.180 0.173
H 0.426 2.672 1.602
C -0.121 0.054 -2.073
C 0.729 -1.875 -0.513
C 0.797 -0.404 -0.835
N 1.868 0.205 -1.224
H 2.711 -0.361 -1.089
H -0.269 -2.130 -0.169
H 0.002 1.095 -2.346
H -1.102 -0.038 -1.598
H -0.062 -0.626 -2.915
H 0.959 -2.469 -1.399
H 1.465 -2.118 0.254
*
```

SMILES: COC(C)=O.CC(C)=N
Frontier orbital gap (alpha / beta) in eV: 8.95 / 8.95

=====

What should be chosen as the most stable of them? Choose w.

=====

## w
This record from the Open Molecules 2025 dataset describes a cluster of 2 separate species, C6H13NO2 in total. The level of theory is wB97M-V/def2-TZVPD.

The geometry in ORCA input format:
```
! RIJCOSX wB97M-V def2-TZVPD def2/J DEFGRID3
* xyz 0 1
C 1.358 1.254 0.216
C -1.711 -0.102 -0.228
C -1.168 -0.319 -1.619
C 0.515 -1.304 1.589
C 1.895 0.023 0.013
N -1.867 1.278 0.152
C 1.570 -1.180 0.711
O 0.603 1.619 1.286
O 2.805 -0.047 -1.029
H -0.341 1.707 0.987
H 3.070 -0.966 -1.147
H 1.634 2.048 -0.474
H -2.635 -0.666 -0.075
H -2.613 1.413 0.825
H -2.011 1.905 -0.637
H 2.045 -2.082 0.335
H -0.300 0.313 -1.795
H -0.792 -1.340 -1.711
H -1.916 -0.105 -2.386
H 0.393 -2.261 2.079
H 0.356 -0.503 2.298
H -0.890 -0.687 0.612
*
```

SMILES: C=C/C(O)=C\O.CCN
Frontier orbital gap in eV: 8.30

=====

## x
This record from the Open Molecules 2025 dataset describes the molecule C6H13NO2. The level of theory is wB97M-V/def2-TZVPD.

The geometry in ORCA input format:
```
! RIJCOSX wB97M-V def2-TZVPD def2/J DEFGRID3
* xyz 0 1
C -3.763 0.687 0.031
C -2.602 -0.300 -0.009
C -1.238 0.383 0.054
C -0.098 -0.615 0.039
O 1.133 0.070 0.136
C 2.245 -0.773 0.123
C 3.504 0.031 0.371
N 3.820 0.957 -0.539
H -4.729 0.166 -0.014
H -3.742 1.282 0.957
H -3.715 1.385 -0.818
H -2.693 -1.008 0.831
H -2.664 -0.904 -0.929
H -1.125 1.071 -0.799
H -1.167 0.991 0.970
H -0.197 -1.323 0.882
H -0.118 -1.208 -0.894
H 2.187 -1.546 0.911
H 2.346 -1.291 -0.848
O 4.518 -0.562 0.809
H 3.168 1.722 -0.662
H 4.930 0.785 -0.603
*
```

SMILES: CCCCOCC(N)=O
Frontier orbital gap in eV: 10.47

=====

What should be chosen as the most stable of them? Choose x.

=====

## w
This record from the Open Molecules 2025 dataset describes a cluster of 2 separate species, C5H12O2 in total. The level of theory is wB97M-V/def2-TZVPD.

The geometry in ORCA input format:
```
! RIJCOSX wB97M-V def2-TZVPD def2/J DEFGRID3
* xyz 0 1
C -1.840 -0.012 -1.115
C -0.467 -0.538 -0.488
C 0.569 0.545 -0.623
O 0.031 1.688 0.026
C 1.770 -0.046 0.088
C 1.165 -0.458 1.405
O -0.035 -1.109 0.947
H -2.564 -0.798 -1.365
H -2.363 0.796 -0.603
H -1.560 0.419 -2.102
H -0.246 -1.420 -1.081
H -2.160 -0.396 1.340
H 0.775 0.753 -1.677
H 0.755 2.281 0.258
H 2.644 0.601 0.120
H 2.018 -0.979 -0.432
H 0.978 0.405 2.068
H 1.832 -1.136 1.969
H -1.482 -0.595 1.599
*
```

SMILES: C[C@@H]1OCC[C@@H]1O.[H][H]
Frontier orbital gap in eV: 10.21

=====

## x
This record from the Open Molecules 2025 dataset describes a structure of composition C5H12O2. The level of theory is wB97M-V/def2-TZVPD.

The geometry in ORCA input format:
```
! RIJCOSX wB97M-V def2-TZVPD def2/J DEFGRID3
* xyz 0 1
C -1.441 -0.981 -2.158
O -0.951 -0.875 -0.941
C -0.061 0.004 -0.567
C 0.438 -0.059 0.845
C 1.880 0.448 0.910
C -0.457 0.755 1.795
O -1.759 0.230 1.906
H -1.492 -0.083 -2.768
H 0.471 -1.098 -2.667
H -2.153 -1.789 -2.271
H 0.992 -0.771 -2.173
H 0.008 0.926 -1.148
H 0.394 -1.106 1.172
H 2.261 0.412 1.936
H 1.944 1.490 0.571
H 2.535 -0.153 0.273
H -0.034 0.739 2.806
H -0.471 1.809 1.464
H -2.106 0.102 1.013
*
```

Frontier orbital gap (alpha / beta) in eV: 8.18 / 8.11

=====

## y
This record from the Open Molecules 2025 dataset describes the molecule C5H12O2. The level of theory is wB97M-V/def2-TZVPD.

The geometry in ORCA input format:
```
! RIJCOSX wB97M-V def2-TZVPD def2/J DEFGRID3
* xyz 0 1
C -1.904 0.910 -1.578
C -1.491 -0.010 -0.429
C 0.032 -0.288 -0.405
O 0.782 0.784 -0.943
C 0.584 -0.549 1.009
C 2.046 -0.971 0.929
O 0.446 0.705 1.685
H -1.142 1.680 -1.715
H -1.978 0.371 -2.530
H -2.861 1.405 -1.378
H -1.796 0.425 0.529
H -2.023 -0.966 -0.511
H 0.254 -1.162 -1.031
H 0.730 1.469 -0.256
H -0.013 -1.313 1.532
H 2.589 -0.254 0.306
H 2.516 -1.021 1.919
H 2.134 -1.961 0.468
H 1.094 0.745 2.398
*
```

SMILES: CC[C@@H](O)[C@@H](C)O
Frontier orbital gap in eV: 10.94

=====

What should be chosen as the most stable of them? Choose y.